C39H39CaF9N7O5P2 | ωB97M-V/def2-TZVPD

Geometry (Å):
Ca (0.756, 1.651, 0.942)
C (1.143, -2.656, -1.237)
C (-0.169, -2.029, -0.729)
P (-1.575, -2.174, -1.945)
C (-2.036, -3.935, -1.748)
C (-2.864, -4.444, -2.749)
C (-3.323, -5.751, -2.693)
C (-2.940, -6.577, -1.646)
C (-2.095, -6.090, -0.659)
C (-1.647, -4.777, -0.708)
C (-2.856, -1.325, -0.917)
C (-3.293, 0.004, -1.387)
C (-4.235, 0.713, -0.768)
C (-4.893, 0.257, 0.496)
C (-4.282, -1.051, 1.082)
C (-3.379, -1.846, 0.193)
C (2.129, -1.656, -1.849)
P (1.424, -0.714, -3.307)
C (1.524, 0.987, -2.589)
C (0.370, 1.534, -2.164)
C (0.203, 2.819, -1.476)
C (1.184, 3.656, -1.103)
C (2.615, 3.493, -1.531)
C (2.829, 1.739, -2.551)
C (2.793, -0.651, -4.518)
C (3.716, -1.677, -4.706)
C (4.651, -1.608, -5.731)
C (4.674, -0.515, -6.582)
C (3.744, 0.503, -6.420)
C (2.802, 0.427, -5.408)
H (0.915, -3.447, -1.956)
H (1.651, -3.161, -0.409)
H (-0.036, -0.959, -0.525)
H (-0.471, -2.481, 0.221)
H (-3.149, -3.809, -3.580)
H (-3.971, -6.129, -3.473)
H (-3.289, -7.600, -1.604)
H (-1.781, -6.735, 0.152)
H (-0.981, -4.428, 0.072)
H (-2.874, 0.362, -2.322)
H (-4.581, 1.648, -1.196)
H (-5.976, 0.236, 0.363)
H (-5.035, -1.686, 1.550)
H (-3.118, -2.857, 0.501)
H (3.031, -2.180, -2.153)
H (2.443, -0.934, -1.091)
H (-0.545, 0.969, -2.335)
H (-0.819, 3.090, -1.219)
H (0.941, 4.562, -0.563)
H (3.256, 4.332, -1.278)
H (3.638, 1.252, -3.087)
H (3.712, -2.550, -4.070)
H (5.361, -2.414, -5.862)
H (5.407, -0.461, -7.376)
H (3.749, 1.355, -7.087)
H (2.068, 1.221, -5.304)
N (2.046, -0.260, 1.936)
N (3.403, 0.105, 1.777)
C (3.785, 1.047, 0.849)
N (5.024, 1.507, 0.998)
N (2.890, 1.394, -0.060)
N (3.361, 2.179, -1.174)
O (2.685, 3.112, -2.901)
O (4.675, 2.384, -1.276)
H (1.812, -0.187, 2.923)
H (1.936, -1.232, 1.660)
H (3.968, 0.032, 2.608)
H (5.662, 1.062, 1.634)
H (5.342, 2.041, 0.177)
F (3.053, 5.459, 3.926)
C (2.355, 5.088, 2.850)
F (1.777, 6.172, 2.327)
F (3.222, 4.621, 1.939)
C (1.283, 4.002, 3.170)
O (0.879, 3.410, 2.034)
C (0.068, 4.659, 3.890)
F (0.429, 5.520, 4.841)
F (-0.688, 3.704, 4.456)
F (-0.697, 5.304, 3.009)
C (1.911, 2.935, 4.120)
F (3.138, 2.577, 3.695)
F (2.003, 3.296, 5.387)
F (1.170, 1.792, 4.068)
O (-4.069, -3.827, 4.642)
C (-3.391, -2.653, 5.038)
N (-3.151, -1.906, 3.827)
C (-3.695, -0.670, 3.616)
O (-4.218, 0.002, 4.474)
C (-3.560, -0.174, 2.178)
C (-4.452, 1.022, 1.787)
C (-3.730, 2.318, 1.645)
C (-2.409, 2.346, 1.530)
N (-1.598, 1.167, 1.505)
C (-2.119, 0.051, 1.835)
H (-4.357, -4.316, 5.420)
H (-2.441, -2.898, 5.521)
H (-3.987, -2.023, 5.698)
H (-2.953, -2.479, 3.020)
H (-5.274, 1.122, 2.495)
H (-4.287, 3.246, 1.646)
H (-1.847, 3.270, 1.467)
H (-1.471, -0.824, 1.831)

Its net charge is +1. For the HOMO-LUMO gap, the calculation gives 6.795 eV. Its energy above the lowest of the compared OMol25 structures with the same formula, charge and spin is 97.4 kcal per mole. As for the total energy: -123210.604 eV.

***

C9H8N2OS | ωB97M-V/def2-TZVPD

Geometry (Å):
C (-1.936, 1.040, -1.703)
C (-1.020, 0.501, -0.624)
C (-1.057, -0.768, -0.366)
C (0.186, -1.201, 0.367)
C (0.304, -2.520, 0.995)
C (1.432, -2.587, 1.808)
C (2.245, -1.500, 2.034)
C (2.015, -0.181, 1.494)
C (1.074, -0.066, 0.645)
H (0.169, 3.034, -1.021)
H (-1.582, 3.805, -0.477)
H (-2.087, 2.518, -3.264)
H (-1.841, -1.462, -0.752)
H (-0.190, -3.382, 0.697)
H (1.527, -3.657, 2.318)
H (3.377, -1.847, 2.389)
H (2.566, 0.809, 1.709)
N (-0.998, 3.315, -1.379)
N (-1.642, 2.319, -2.324)
O (-2.876, 0.517, -2.449)
S (0.334, 1.314, -0.097)

Its net charge is 0. For the HOMO-LUMO gap, the calculation gives 8.405 eV. Its energy above the lowest of the compared OMol25 structures with the same formula, charge and spin is 146.8 kcal per mole. As for the total energy: -25319.881 eV. As for the SMILES: NNC(=O)c1cc2ccccc2s1.

***

C7H15OS | ωB97M-V/def2-TZVPD

Geometry (Å):
C (-1.536, 1.043, -0.461)
C (-1.043, -1.234, 0.704)
C (-1.176, 0.377, 0.765)
C (-0.498, -1.830, 1.959)
C (1.719, -1.749, 0.979)
C (0.922, 2.490, -1.046)
C (0.975, -0.040, -2.052)
O (1.008, -2.036, 2.000)
S (-0.219, 1.249, -1.803)
H (-2.532, 0.752, -0.831)
H (-1.761, 2.043, -0.174)
H (-2.019, -1.629, 0.392)
H (-0.474, -1.570, -0.237)
H (-1.881, 0.554, 1.543)
H (-0.206, 0.671, 1.175)
H (-0.762, -1.328, 2.839)
H (-0.842, -2.784, 1.988)
H (2.855, -1.957, 1.170)
H (0.393, 3.056, -0.265)
H (1.521, 2.972, -1.698)
H (1.638, 1.890, -0.467)
H (1.686, 0.434, -2.762)
H (0.621, -0.972, -2.549)
H (1.613, -0.401, -1.168)

Its net charge is +1. For the HOMO-LUMO gap, the calculation gives 8.674 eV. Its energy above the lowest of the compared OMol25 structures with the same formula, charge and spin is 54.4 kcal per mole. As for the total energy: -20373.546 eV.

***

C20H13F5N9O2S3TeTi | ωB97M-V/def2-TZVPD

Geometry (Å):
Ti (-0.420, -0.334, 0.225)
S (5.501, 0.447, 4.911)
N (4.016, 1.073, 5.025)
C (3.373, 0.732, 3.922)
C (2.003, 1.088, 3.600)
C (1.202, 1.880, 4.422)
C (-0.075, 2.177, 4.007)
C (-0.523, 1.663, 2.791)
N (0.231, 0.912, 2.013)
C (1.481, 0.633, 2.391)
C (2.299, -0.169, 1.465)
N (1.723, -0.557, 0.329)
C (2.408, -1.264, -0.552)
C (3.737, -1.625, -0.336)
C (4.351, -1.239, 0.830)
C (3.621, -0.496, 1.757)
C (4.163, -0.037, 3.022)
N (5.388, -0.262, 3.464)
H (1.598, 2.248, 5.359)
H (-0.731, 2.795, 4.603)
H (-1.523, 1.862, 2.425)
H (1.866, -1.570, -1.438)
H (4.259, -2.209, -1.081)
H (5.378, -1.499, 1.048)
S (0.331, 0.954, -2.234)
C (0.673, 2.587, -2.347)
C (0.376, 3.188, -3.627)
N (0.138, 3.644, -4.656)
C (1.239, 3.442, -1.369)
S (1.847, 2.984, 0.115)
C (1.318, 4.846, -1.699)
N (1.394, 5.972, -1.923)
F (-2.131, -3.660, -2.552)
Te (-1.950, -3.072, -0.784)
F (-0.282, -4.144, -0.940)
F (-3.757, -4.319, -0.315)
F (-3.484, -1.898, -1.358)
F (-0.269, -1.656, 1.539)
O (-0.936, -1.490, -1.195)
C (-6.048, -1.306, -0.169)
N (-4.926, -0.544, 0.345)
C (-4.346, 0.565, -0.398)
C (-2.951, 0.580, 0.179)
O (-1.992, 1.274, -0.191)
N (-2.803, -0.379, 1.107)
C (-3.931, -1.119, 1.028)
N (-4.015, -2.343, 1.563)
H (-6.773, -0.610, -0.589)
H (-6.522, -1.846, 0.649)
H (-5.710, -2.006, -0.936)
H (-4.876, 1.506, -0.244)
H (-4.279, 0.324, -1.460)
H (-3.137, -2.627, 1.979)
H (-4.373, -3.082, 0.939)

Its expectation value of S² is 2.0293. Its net charge is -1. For the HOMO-LUMO gap (alpha / beta), the calculation gives 5.958 / 6.686 eV. Its energy above the lowest of the compared OMol25 structures with the same formula, charge and spin is 5.0 kcal per mole. As for the total energy: -114967.419 eV. The multiplicity is 3.

***

C22H18GdN5O5SSe2 | ωB97M-V/def2-TZVPD

Geometry (Å):
Gd (-0.655, -0.259, 0.274)
O (-1.438, -4.586, 2.057)
C (-1.361, -3.338, 1.920)
N (-0.709, -2.584, 0.938)
C (0.122, -3.338, 0.088)
C (0.741, -2.740, -1.147)
C (1.526, -3.621, -1.996)
C (2.352, -2.960, -2.894)
C (1.762, -1.820, -3.500)
C (1.226, -0.818, -2.474)
N (0.608, -1.456, -1.315)
C (-2.066, -2.426, 2.877)
C (-3.258, -2.926, 3.539)
C (-3.794, -2.099, 4.508)
C (-3.182, -0.808, 4.699)
C (-2.190, -0.280, 3.850)
N (-1.687, -1.126, 2.902)
H (-0.402, -4.288, -0.110)
H (0.909, -3.749, 0.783)
H (1.507, -4.695, -1.806)
H (3.357, -3.278, -3.041)
H (1.858, -1.634, -4.563)
H (2.146, -0.313, -2.123)
H (-3.544, -3.964, 3.346)
H (-4.661, -2.429, 5.153)
H (-3.535, -0.165, 5.469)
H (-1.775, 0.697, 3.893)
Se (3.707, 3.856, -3.115)
Se (1.993, 4.394, -1.778)
C (2.404, 3.378, -0.157)
C (3.563, 3.713, 0.614)
C (3.787, 3.110, 1.833)
C (2.882, 2.148, 2.309)
C (1.935, 1.680, 1.397)
N (1.640, 2.330, 0.173)
C (0.467, 0.384, -2.867)
C (0.750, 1.561, -3.567)
C (-0.380, 2.423, -3.877)
C (-1.665, 2.005, -3.556)
C (-1.828, 0.914, -2.711)
N (-0.663, 0.327, -2.258)
H (4.227, 4.447, 0.148)
H (4.704, 3.386, 2.452)
H (2.939, 1.736, 3.332)
H (1.382, 0.742, 1.599)
H (1.673, 1.874, -4.024)
H (-0.263, 3.334, -4.480)
H (-2.458, 2.594, -3.988)
H (-2.770, 0.457, -2.408)
O (-2.160, 3.430, 0.226)
S (-2.401, 2.134, 0.741)
O (-1.299, 1.705, 1.658)
O (-2.297, 0.979, -0.337)
O (-3.722, 1.963, 1.313)

Its expectation value of S² is 16.1583. Its net charge is 0. For the HOMO-LUMO gap (alpha / beta), the calculation gives 7.491 / 6.105 eV. As for the total energy: -203150.766 eV. The multiplicity is 8.

***

What did the fourth record say?
C20H13F5N9O2S3TeTi | ωB97M-V/def2-TZVPD

Geometry (Å):
Ti (-0.420, -0.334, 0.225)
S (5.501, 0.447, 4.911)
N (4.016, 1.073, 5.025)
C (3.373, 0.732, 3.922)
C (2.003, 1.088, 3.600)
C (1.202, 1.880, 4.422)
C (-0.075, 2.177, 4.007)
C (-0.523, 1.663, 2.791)
N (0.231, 0.912, 2.013)
C (1.481, 0.633, 2.391)
C (2.299, -0.169, 1.465)
N (1.723, -0.557, 0.329)
C (2.408, -1.264, -0.552)
C (3.737, -1.625, -0.336)
C (4.351, -1.239, 0.830)
C (3.621, -0.496, 1.757)
C (4.163, -0.037, 3.022)
N (5.388, -0.262, 3.464)
H (1.598, 2.248, 5.359)
H (-0.731, 2.795, 4.603)
H (-1.523, 1.862, 2.425)
H (1.866, -1.570, -1.438)
H (4.259, -2.209, -1.081)
H (5.378, -1.499, 1.048)
S (0.331, 0.954, -2.234)
C (0.673, 2.587, -2.347)
C (0.376, 3.188, -3.627)
N (0.138, 3.644, -4.656)
C (1.239, 3.442, -1.369)
S (1.847, 2.984, 0.115)
C (1.318, 4.846, -1.699)
N (1.394, 5.972, -1.923)
F (-2.131, -3.660, -2.552)
Te (-1.950, -3.072, -0.784)
F (-0.282, -4.144, -0.940)
F (-3.757, -4.319, -0.315)
F (-3.484, -1.898, -1.358)
F (-0.269, -1.656, 1.539)
O (-0.936, -1.490, -1.195)
C (-6.048, -1.306, -0.169)
N (-4.926, -0.544, 0.345)
C (-4.346, 0.565, -0.398)
C (-2.951, 0.580, 0.179)
O (-1.992, 1.274, -0.191)
N (-2.803, -0.379, 1.107)
C (-3.931, -1.119, 1.028)
N (-4.015, -2.343, 1.563)
H (-6.773, -0.610, -0.589)
H (-6.522, -1.846, 0.649)
H (-5.710, -2.006, -0.936)
H (-4.876, 1.506, -0.244)
H (-4.279, 0.324, -1.460)
H (-3.137, -2.627, 1.979)
H (-4.373, -3.082, 0.939)

Its expectation value of S² is 2.0293. Its net charge is -1. For the HOMO-LUMO gap (alpha / beta), the calculation gives 5.958 / 6.686 eV. Its energy above the lowest of the compared OMol25 structures with the same formula, charge and spin is 5.0 kcal per mole. As for the total energy: -114967.419 eV. The multiplicity is 3.

***

Q: The lowest net charge belongs to which entry?
A: C20H13F5N9O2S3TeTi